DFT (ωB97M-V/def2-TZVPD) results for a molecular structure, C44H120BeN2O18 at a distorted geometry.

XYZ file:
```
185
Properties=species:S:1:pos:R:3:forces:R:3
Be -1.061047 -3.616400 -2.782325 -0.14 -0.57 -0.01
C -2.167222 -2.951199 0.470375 -0.29 0.87 0.24
C -1.344704 -1.693532 0.194816 -0.20 -1.65 -0.23
C -0.593853 -1.265610 1.439553 -1.23 -1.51 0.93
C 0.596388 -2.215140 1.742246 0.25 0.75 1.31
C 1.636621 -2.170001 0.661749 2.23 0.60 -1.94
C 1.139503 -1.734809 -0.749320 0.42 0.56 -1.02
N -0.254571 -2.235252 -0.777022 -1.63 -1.03 -2.64
O -0.825189 -2.263498 -2.104567 0.84 1.11 1.90
C 1.965030 -2.407689 -1.845053 0.07 -0.52 0.63
C 1.152308 -0.221289 -1.095388 -1.80 0.30 2.62
C -2.296177 -0.705054 -0.425186 -0.88 0.89 -1.93
H -1.546207 -3.678401 0.954002 0.01 -0.87 0.00
H -2.657282 -3.254605 -0.439532 0.25 -0.65 -0.46
H -3.001911 -2.701589 1.112158 -0.03 0.17 0.50
H -1.399788 -1.243465 2.222611 1.03 -0.03 -0.29
H -0.245406 -0.278618 1.303863 0.49 1.16 0.23
H 0.397015 -3.260060 1.920166 -1.08 -0.35 -0.24
H 1.051984 -1.976831 2.719653 -0.07 0.48 -0.46
H 2.161988 -3.130234 0.505303 -0.77 -0.06 0.27
H 2.525957 -1.533440 0.810896 -0.78 0.14 0.62
H 2.804870 -1.746973 -1.973176 0.46 0.16 -0.47
H 1.413921 -2.552787 -2.763654 -0.01 0.30 -0.19
H 2.371497 -3.362982 -1.528754 -0.11 -0.30 0.03
H 2.104882 0.283792 -0.959797 0.18 -0.40 -0.12
H 0.493774 0.140195 -0.267949 0.60 0.65 -0.69
H 0.636136 0.125783 -1.988271 0.24 -0.67 -0.40
H -1.950778 0.304671 -0.282527 0.56 0.65 -0.61
H -3.278657 -0.611315 0.043274 0.17 -0.85 0.69
H -2.607937 -0.926086 -1.524056 1.20 0.38 1.82
C -4.450762 -2.980261 -3.477438 -0.12 0.83 1.87
C -3.861351 -2.808060 -4.850813 0.12 3.42 0.81
C -4.491839 -1.489616 -5.407056 -0.54 -0.89 0.60
C -3.751400 -0.870570 -6.520756 1.67 1.29 -1.04
C -2.224455 -0.569589 -6.091275 -2.62 1.30 1.00
C -1.545827 -1.829050 -5.703684 -0.88 -1.41 0.15
N -2.422917 -2.445416 -4.543729 0.55 -0.30 -2.09
O -1.759105 -3.629412 -4.132139 0.04 -0.49 0.10
C -0.228495 -1.585927 -5.019248 -0.37 0.24 1.35
C -1.221851 -2.585698 -7.016019 0.35 -0.52 0.40
C -4.189375 -3.958051 -5.686617 -0.33 -1.34 -0.15
H -4.282393 -2.022308 -2.910008 -0.42 -0.82 -0.46
H -3.913288 -3.712319 -2.904427 0.51 -0.62 0.13
H -5.495033 -3.300580 -3.368068 0.02 0.37 -0.61
H -4.489667 -0.751225 -4.614606 -0.34 0.05 0.45
H -5.537350 -1.722851 -5.708264 0.48 0.24 0.29
H -4.329173 -0.020087 -6.946368 0.69 0.11 0.70
H -3.754960 -1.506936 -7.376317 0.31 -0.89 -0.70
H -2.252221 0.041730 -5.168191 -0.28 0.00 -0.22
H -1.664679 0.045847 -6.781523 0.11 -0.18 -0.65
H 0.300689 -0.802139 -5.521724 0.75 0.18 -0.63
H 0.347145 -2.519904 -4.868734 -0.14 0.66 -0.31
H -0.490429 -1.165142 -4.035687 0.34 -0.27 -0.14
H -0.942961 -3.616679 -6.724992 0.18 0.41 -0.47
H -0.344986 -2.001523 -7.427854 -0.84 -0.99 0.15
H -2.016262 -2.636695 -7.784335 0.31 0.14 0.54
H -3.996154 -3.825575 -6.726948 0.39 0.16 -0.86
H -5.280290 -4.162090 -5.599509 0.78 -0.21 0.11
H -3.552893 -4.744486 -5.289132 -0.32 -0.68 -0.27
C -3.896697 2.698487 2.979717 -1.19 -0.90 1.40
O -5.176596 2.145669 3.333231 -0.21 -0.31 0.35
H -4.114826 3.648940 2.567406 0.53 1.27 -0.28
H -3.203689 2.683981 3.849413 -0.27 0.28 -0.73
H -3.608931 2.027359 2.216470 1.14 -0.40 -0.95
H -5.376755 2.305025 4.263857 0.09 0.06 -0.08
C -2.339551 -7.526740 -0.237443 1.55 -1.34 -2.07
O -1.545357 -6.530490 0.312461 -0.30 0.00 1.69
H -2.023012 -7.773574 -1.304652 -0.34 0.29 1.13
H -2.161620 -8.445869 0.320112 -0.20 -0.05 0.18
H -3.383744 -7.335580 -0.291842 -1.01 0.56 0.28
H -1.124124 -5.968674 -0.318183 0.08 0.67 -1.12
C 2.978665 3.097477 6.723263 -1.50 0.24 0.08
O 2.437105 4.067246 5.807198 0.27 0.00 0.10
H 3.181904 2.218922 6.117500 -0.03 -0.57 0.49
H 3.927925 3.421233 7.159322 -0.33 0.32 -0.05
H 2.173642 2.951218 7.518172 1.38 -0.32 -0.73
H 1.939352 3.555472 5.151380 0.15 0.16 0.26
C -5.944520 -0.351020 1.258531 -0.81 -0.24 -0.17
O -5.095165 -1.002619 2.181246 0.06 -0.40 -0.34
H -5.692490 0.681978 1.196785 0.18 0.94 -0.13
H -5.850860 -0.768551 0.256309 0.08 -0.30 0.09
H -7.002532 -0.393359 1.564676 0.27 -0.19 -0.04
H -4.762281 -0.298011 2.726582 0.16 0.27 0.57
C -3.965500 0.399685 6.741815 1.85 -4.04 -1.45
O -4.329765 1.141570 5.661898 -0.85 1.89 -1.63
H -3.855851 0.984031 7.573066 -0.27 1.62 2.22
H -4.645443 -0.471211 6.889797 0.33 0.60 0.23
H -2.926124 -0.033259 6.583642 -0.99 0.20 0.21
H -4.006174 0.863416 4.793841 -0.04 -0.42 0.69
C 4.942059 0.512479 -0.635548 0.47 -1.81 0.00
O 6.099022 1.115771 -0.082435 -0.51 -0.58 -0.05
H 4.924215 -0.471414 -0.145454 -0.49 0.21 -0.37
H 4.029084 1.031388 -0.438847 -0.60 0.58 0.55
H 4.963246 0.351189 -1.725688 0.45 0.09 0.21
H 6.193282 1.886500 -0.602345 0.72 1.58 -0.54
C 0.870053 -6.022198 -3.524342 1.26 0.76 -0.64
C -0.171875 -6.001024 -2.421013 0.79 -2.39 -0.01
O -0.517639 -4.791911 -1.935004 0.05 1.94 0.79
H 0.672821 -5.261203 -4.326349 -0.23 -0.57 0.67
H 0.927827 -7.011372 -4.052971 0.11 0.78 0.73
H 1.871099 -5.707787 -3.099397 -0.84 -0.64 -0.48
H 0.132911 -6.741855 -1.616329 0.30 0.93 -0.40
H -1.038765 -6.494763 -2.768255 -1.33 -0.65 -0.98
H -0.105629 -3.233732 -0.551832 -0.47 -0.01 -0.04
C -0.763926 4.793904 2.626655 0.62 1.05 -1.92
C -0.416192 4.334234 1.183285 0.46 0.56 0.72
O -0.473144 2.901804 1.359500 0.89 -0.60 -1.14
H -0.001664 4.533894 3.321600 0.57 -0.91 0.54
H -1.715330 4.350758 2.850048 -0.41 0.14 0.50
H -0.723046 5.879169 2.691502 -0.74 0.24 -0.13
H 0.610331 4.693023 0.849557 -1.16 -0.49 0.42
H -1.181457 4.733170 0.450711 0.69 -0.72 0.67
H 0.087020 2.425276 0.707455 -0.70 0.65 0.28
C -1.720490 -4.106878 9.120508 -1.96 0.41 0.70
C -1.893521 -3.354853 7.792938 -1.55 -1.71 -0.47
O -2.921401 -4.009907 6.910846 0.84 -0.37 2.21
H -2.748844 -4.199153 9.647606 1.46 0.30 -0.87
H -1.109312 -3.515285 9.804446 0.16 -0.17 -0.06
H -1.352261 -5.133507 9.069478 0.26 0.22 -0.38
H -1.027156 -3.332403 7.187228 1.26 -0.13 -0.36
H -2.168282 -2.328342 7.954139 -0.51 0.39 0.21
H -3.123928 -4.842057 7.411579 0.03 1.09 -0.97
C 1.295312 -6.160921 1.950860 -0.21 -0.40 -1.03
C 2.542473 -6.612051 1.191153 0.04 -0.55 0.25
O 3.343839 -5.524935 0.805568 0.43 1.36 -0.08
H 1.487609 -5.693778 2.891982 0.43 0.28 0.68
H 0.688610 -7.058378 2.120660 -0.05 0.27 0.00
H 0.678823 -5.460413 1.353999 0.38 -0.44 0.12
H 2.230308 -7.126679 0.290662 -0.29 -0.26 -0.31
H 3.137936 -7.347593 1.754389 -0.25 0.23 0.19
H 4.293709 -5.694118 0.761733 -0.49 -0.41 0.13
C 3.613184 1.976713 -4.016006 1.08 1.09 0.33
C 2.861930 3.052777 -4.781616 1.39 0.19 1.27
O 3.137801 4.333309 -4.156499 -2.51 -1.09 0.92
H 3.403634 1.971626 -2.936790 -0.06 0.29 -0.33
H 4.692310 2.111723 -4.175029 -0.13 0.00 0.29
H 3.386485 1.021823 -4.381455 -0.49 -1.55 -0.64
H 1.823650 2.746805 -4.733094 -0.47 0.93 -0.10
H 3.213637 3.103194 -5.794401 -0.12 -0.20 -0.67
H 3.869366 4.791619 -4.506174 1.29 0.34 -1.03
C 4.883845 5.332646 -0.387238 1.45 0.98 -0.12
C 3.433240 5.173820 -0.712281 -0.87 -1.14 -1.11
O 2.621157 5.944673 0.234399 0.41 -0.71 -2.36
H 5.124985 6.418655 -0.114594 -0.41 -1.51 -0.15
H 5.555316 5.119996 -1.270572 -0.72 -0.15 0.91
H 5.111405 4.654427 0.458146 0.32 0.58 -0.40
H 3.186108 4.065330 -0.803972 -0.06 1.01 1.08
H 3.186121 5.399798 -1.777590 0.20 0.71 0.77
H 2.359306 6.665508 -0.385313 -0.16 -0.05 1.46
C 5.014620 0.004195 3.989483 0.24 0.42 -0.11
C 4.599501 -0.270639 2.551280 0.58 0.52 -0.67
O 3.180839 -0.231122 2.312702 0.62 1.40 1.10
H 4.518411 -0.736820 4.604422 0.02 0.15 0.54
H 4.783620 1.028028 4.268396 -0.86 0.05 0.17
H 6.097490 0.051352 4.205767 -0.24 -0.82 -0.59
H 4.912669 -1.252307 2.250972 0.11 -0.75 0.00
H 5.139502 0.395079 1.852008 -0.37 0.02 0.47
H 2.903720 0.659647 2.652485 0.07 -0.78 -0.41
C 4.518577 3.560869 2.974323 2.08 -0.59 -0.22
C 3.033959 3.740941 2.876263 1.26 -1.99 -2.84
O 2.327932 2.445539 3.050020 -0.41 1.52 -0.95
H 4.909640 2.722318 2.308913 -0.47 1.22 0.48
H 4.839550 3.282736 3.976037 -0.20 -0.14 0.29
H 5.108587 4.524945 2.798596 -1.06 -1.20 -0.17
H 2.899876 4.198484 1.881247 -0.78 -0.43 0.32
H 2.787988 4.404421 3.601417 -1.32 1.93 2.07
H 1.519693 2.507914 2.476681 0.72 -0.08 0.87
C -1.784865 4.758194 -3.809312 2.53 -0.42 0.37
C -2.960418 4.232505 -4.552546 -0.90 -0.68 0.40
O -3.998506 4.200805 -3.532730 -1.31 -0.25 -0.81
H -1.861996 4.531630 -2.741807 -0.34 0.04 -0.13
H -1.618983 5.810451 -3.913214 -0.07 0.73 -0.03
H -0.799766 4.261594 -4.085997 -1.19 0.54 -0.11
H -2.679226 3.197646 -4.809823 -0.62 0.27 -0.49
H -3.256144 4.852876 -5.442013 0.27 -0.71 0.77
H -4.889261 3.884360 -3.848722 1.65 0.45 0.05
C 2.923582 8.921798 1.625053 0.13 1.38 -0.65
C 1.474375 8.885433 1.147569 0.56 -0.75 0.89
O 1.485297 8.387850 -0.175660 0.04 0.15 -1.46
H 3.421897 9.721893 1.071040 0.15 0.05 0.04
H 3.430839 8.019730 1.348500 0.11 -0.67 0.12
H 3.078132 9.151275 2.685759 -0.43 -0.21 -0.17
H 0.981400 9.843290 1.289308 -0.08 0.23 -0.45
H 0.991705 8.176477 1.778426 -0.83 -0.63 0.58
H 0.668701 8.002403 -0.543240 0.17 0.65 0.94
```
Forces are in eV/Å.

## Properties
Net charge ... 0
Strongest force on any atom ... 4.7 eV Å⁻¹
LUMO level ... 0.2 eV
Gap between HOMO and LUMO ... 7.591 eV
Total energy ... -3226.6996 Ha

Results of the Mulliken charge analysis, in e, for atoms 1 through 99: number 1, Be, carries -2.3494; number 2, C, carries -1.3981; number 3, C, carries 1.6025; number 4, C, carries -1.4819; number 5, C, carries -0.8908; number 6, C, carries 0.1693; number 7, C, carries 1.6370; number 8, N, carries 0.8313; number 9, O, carries 1.0763; number 10, C, carries -1.4291; number 11, C, carries 0.1787; number 12, C, carries -0.9108; number 13, H, carries 0.4633; number 14, H, carries 0.0530; number 15, H, carries 0.4916; number 16, H, carries 0.6728; number 17, H, carries 0.3164; number 18, H, carries 0.2646; number 19, H, carries 0.4176; number 20, H, carries 0.1173; number 21, H, carries -0.5459; number 22, H, carries 0.4737; number 23, H, carries -0.1768; number 24, H, carries 0.3018; number 25, H, carries -0.4785; number 26, H, carries -0.5969; number 27, H, carries 0.1889; number 28, H, carries 0.3968; number 29, H, carries -0.0437; number 30, H, carries -0.4326; number 31, C, carries -1.6064; number 32, C, carries 1.5063; number 33, C, carries -1.0969; number 34, C, carries -0.9210; number 35, C, carries -1.5531; number 36, C, carries 2.1423; number 37, N, carries 0.8551; number 38, O, carries -0.3119; number 39, C, carries -1.8023; number 40, C, carries -1.6478; number 41, C, carries -1.7521; number 42, H, carries 0.1644; number 43, H, carries 0.1929; number 44, H, carries 0.4456; number 45, H, carries 0.2995; number 46, H, carries 0.4211; number 47, H, carries 0.3946; number 48, H, carries 0.3956; number 49, H, carries 0.2821; number 50, H, carries 0.5105; number 51, H, carries 0.8916; number 52, H, carries -0.0828; number 53, H, carries -0.1040; number 54, H, carries 0.3303; number 55, H, carries 0.3739; number 56, H, carries 0.3321; number 57, H, carries 0.3410; number 58, H, carries 0.4656; number 59, H, carries 0.2804; number 60, C, carries -0.7968; number 61, O, carries -0.5726; number 62, H, carries 0.4161; number 63, H, carries 0.3693; number 64, H, carries 0.3608; number 65, H, carries 0.3383; number 66, C, carries -0.6538; number 67, O, carries -0.4561; number 68, H, carries 0.2002; number 69, H, carries 0.3001; number 70, H, carries 0.2448; number 71, H, carries 0.0661; number 72, C, carries -0.4335; number 73, O, carries -0.4942; number 74, H, carries 0.1314; number 75, H, carries 0.2349; number 76, H, carries 0.2483; number 77, H, carries 0.2734; number 78, C, carries -0.6221; number 79, O, carries -0.4666; number 80, H, carries 0.2553; number 81, H, carries 0.2034; number 82, H, carries 0.2647; number 83, H, carries 0.3056; number 84, C, carries -0.7096; number 85, O, carries -0.4650; number 86, H, carries 0.3728; number 87, H, carries 0.2764; number 88, H, carries 0.2135; number 89, H, carries 0.2139; number 90, C, carries -0.6268; number 91, O, carries -0.5821; number 92, H, carries 0.2394; number 93, H, carries 0.0466; number 94, H, carries 0.5046; number 95, H, carries 0.3261; number 96, C, carries -1.0874; number 97, C, carries -0.6333; number 98, O, carries 1.9881; number 99, H, carries 0.0288